(1)
C6H13O2 | ωB97M-V/def2-TZVPD

Output
largest force on an atom: 2.2 eV Å⁻¹
<S²>: 0.754
gap between HOMO and LUMO (alpha / beta): 0.4223 / 0.2689 Eh
energy above the lowest of the compared OMol25 structures with the same formula, charge and spin: 81.1 kJ/mol
net charge: 0
spin multiplicity: 2
molecular weight: 117.17 g/mol
calculated total energy: -386.7905 a.u.

Geometry as XYZ:
```
21
Properties=species:S:1:pos:R:3:nbo_charge:R:1
C 0.552 2.137 1.491 -0.404
C -0.893 2.075 0.915 -0.613
C 1.766 1.713 0.593 -0.607
H 0.741 3.195 1.633 0.208
H 0.503 1.452 2.332 0.197
H -1.081 1.234 0.199 0.194
H -1.277 3.005 0.495 0.207
H 1.378 1.001 -0.131 0.196
H 2.271 2.583 0.173 0.209
H -1.556 1.990 1.781 0.206
H 2.428 1.202 1.276 0.207
C -0.377 -1.559 -0.812 -0.500
C -1.038 -2.869 -0.345 -0.602
C 0.089 -1.791 -2.257 0.709
O -0.512 -1.342 -3.209 -0.559
O 1.190 -2.482 -2.376 -0.174
H -1.152 -0.803 -0.879 0.248
H 0.555 -1.390 -0.275 0.226
H -0.382 -3.677 -0.628 0.217
H -2.063 -2.905 -0.717 0.220
H -1.142 -2.770 0.744 0.215
```

=====

(2)
C32H37F40O11PS | ωB97M-V/def2-TZVPD

Output
largest force on an atom: 1.4 eV Å⁻¹
gap between HOMO and LUMO: 0.3860 Eh
net charge: 0
spin multiplicity: 1
molecular weight: 1420.60 g/mol
calculated total energy: -6803.4614 a.u.

Geometry as XYZ:
```
122
Properties=species:S:1:pos:R:3:lowdin_charge:R:1
C -1.975 2.652 1.902 -0.061
C -0.710 3.474 1.737 -0.249
O 0.414 2.566 1.740 -0.201
P 1.724 3.139 1.078 0.434
O 2.063 4.483 1.550 -0.251
C 1.559 3.181 -0.731 -0.154
C 1.112 1.857 -1.337 -0.242
O -0.298 1.673 -1.056 -0.329
S -0.814 0.148 -1.147 0.923
O 0.231 -0.601 -1.802 -0.405
O -0.641 -0.143 0.436 -0.375
C -0.677 -1.555 0.709 -0.107
O 2.753 2.011 1.490 -0.192
C 4.117 2.161 1.006 -0.229
C 4.567 0.887 0.273 -0.060
H -1.698 1.711 2.368 0.067
H -2.479 2.428 0.971 0.071
H -2.642 3.171 2.582 0.074
H -0.745 4.026 0.802 0.110
H -0.606 4.175 2.555 0.115
H 0.874 3.983 -0.972 0.104
H 2.557 3.379 -1.104 0.100
H 1.727 1.075 -0.913 0.104
H 1.233 1.917 -2.409 0.092
H -1.451 -2.069 0.145 0.087
H 0.293 -1.997 0.509 0.075
H -0.869 -1.668 1.768 0.086
H 4.175 3.040 0.376 0.099
H 4.742 2.311 1.875 0.117
H 3.768 0.161 0.350 0.057
H 4.750 1.052 -0.782 0.075
H 5.429 0.460 0.769 0.074
C 4.448 -3.438 1.856 -0.041
C 3.696 -4.699 2.305 -0.439
C 4.151 -6.049 1.747 -0.302
F 4.092 -6.088 0.403 0.099
F 3.328 -7.011 2.233 0.093
F 2.369 -4.534 2.103 0.124
F 3.890 -4.789 3.652 0.105
O 3.917 -2.674 0.793 0.041
C 4.154 -2.976 -0.525 -0.527
C 2.895 -3.448 -1.256 -0.272
F 2.310 -4.478 -0.601 0.094
F 3.249 -3.872 -2.493 0.103
F 5.179 -3.845 -0.658 0.149
F 4.533 -1.818 -1.124 0.133
H 4.377 -2.766 2.709 0.151
H 5.511 -3.636 1.713 0.149
H 5.173 -6.267 2.070 0.174
H 2.186 -2.628 -1.337 0.159
C -2.570 -5.381 5.573 -0.038
C -2.532 -3.849 5.454 -0.444
C -3.491 -3.183 4.461 -0.290
F -3.311 -3.609 3.197 0.098
F -3.264 -1.842 4.478 0.079
F -1.265 -3.442 5.232 0.132
F -2.903 -3.367 6.673 0.106
O -1.638 -6.153 4.836 0.055
C -1.862 -6.483 3.523 -0.537
C -0.869 -5.807 2.568 -0.281
F -0.829 -4.476 2.773 0.091
F -1.262 -6.036 1.295 0.103
F -3.142 -6.247 3.167 0.144
F -1.655 -7.811 3.403 0.148
H -2.300 -5.577 6.609 0.151
H -3.584 -5.762 5.448 0.147
H -4.528 -3.364 4.757 0.175
H 0.135 -6.210 2.714 0.169
C 1.303 -0.056 -5.272 -0.036
C 1.646 1.420 -5.526 -0.424
C 1.029 2.102 -6.746 -0.302
F 1.361 1.486 -7.899 0.101
F 1.484 3.377 -6.809 0.101
F 2.986 1.581 -5.513 0.136
F 1.150 2.106 -4.450 0.085
O 2.202 -1.052 -5.719 0.056
C 2.188 -1.525 -7.003 -0.542
C 3.455 -1.145 -7.779 -0.284
F 3.677 0.183 -7.736 0.100
F 3.300 -1.511 -9.072 0.099
F 1.066 -1.165 -7.660 0.147
F 2.189 -2.874 -6.927 0.144
H 1.331 -0.162 -4.187 0.131
H 0.278 -0.281 -5.568 0.149
H -0.057 2.124 -6.653 0.139
H 4.317 -1.662 -7.353 0.175
C -3.969 3.878 -7.637 -0.042
C -2.863 3.187 -6.829 -0.440
C -3.266 2.120 -5.808 -0.294
F -4.096 2.602 -4.867 0.106
F -2.137 1.680 -5.191 0.083
F -2.074 4.115 -6.251 0.138
F -2.089 2.517 -7.737 0.095
O -4.452 5.130 -7.195 0.054
C -5.423 5.239 -6.233 -0.540
C -4.895 5.868 -4.937 -0.284
F -3.808 5.214 -4.485 0.100
F -5.861 5.798 -3.995 0.103
F -6.038 4.061 -6.008 0.148
F -6.355 6.092 -6.710 0.147
H -3.501 4.110 -8.591 0.152
H -4.786 3.191 -7.861 0.149
H -3.742 1.273 -6.311 0.176
H -4.631 6.913 -5.115 0.176
C -0.634 2.163 5.652 -0.037
C -0.234 0.806 6.245 -0.435
C -1.343 -0.191 6.581 -0.304
F -2.224 0.307 7.476 0.097
F -0.778 -1.297 7.116 0.095
F 0.563 0.994 7.320 0.133
F 0.521 0.194 5.288 0.107
O -0.768 3.278 6.516 0.056
C -1.911 3.520 7.226 -0.543
C -1.704 3.375 8.739 -0.285
F -1.168 2.182 9.052 0.102
F -2.905 3.480 9.354 0.098
F -2.946 2.777 6.783 0.147
F -2.237 4.817 7.020 0.140
H 0.200 2.443 5.010 0.150
H -1.497 2.068 4.993 0.137
H -1.883 -0.484 5.678 0.151
H -1.041 4.166 9.096 0.175
```

=====

(3)
C18H19ClDyOP | ωB97M-V/def2-TZVPD

Output
largest force on an atom: 2.2 eV Å⁻¹
<S²>: 9.111
gap between HOMO and LUMO (alpha / beta): 0.1949 / 0.2669 Eh
net charge: +2
spin multiplicity: 6
molecular weight: 480.28 g/mol
calculated total energy: -2458.5337 a.u.

Geometry as XYZ:
```
41
Properties=species:S:1:pos:R:3:lowdin_charge:R:1
Dy 2.105 -0.117 2.228 1.353
Cl 4.117 -0.991 3.252 -0.004
P -0.178 0.070 0.622 1.025
C -0.855 1.622 -0.072 -0.381
C -2.015 1.645 -0.861 -0.066
C -2.463 2.844 -1.425 -0.032
C -1.745 4.030 -1.212 -0.032
C -0.586 4.007 -0.426 -0.057
C -0.144 2.820 0.146 -0.138
C 1.519 -0.266 -0.205 -0.475
C 2.205 -1.452 0.247 -0.277
C 3.569 -1.591 -0.130 -0.062
C 4.145 -0.643 -0.958 -0.018
C 3.473 0.511 -1.337 -0.001
C 2.157 0.741 -0.946 -0.056
C -1.085 -1.288 -0.220 -0.402
C -1.718 -2.258 0.571 -0.098
C -2.384 -3.318 -0.044 -0.052
C -2.429 -3.404 -1.435 -0.038
C -1.755 -2.462 -2.224 -0.038
C -1.067 -1.399 -1.621 -0.085
H 1.683 -2.243 0.790 0.128
H 4.166 -2.436 0.227 0.139
H 5.152 -0.793 -1.333 0.138
H 3.982 1.271 -1.913 0.135
H 1.625 1.680 -1.163 0.118
H -2.572 0.731 -1.006 0.105
H -3.362 2.867 -2.051 0.127
H -2.061 4.957 -1.708 0.128
H -0.043 4.935 -0.279 0.119
H 0.748 2.830 0.778 0.095
H -1.666 -2.145 1.658 0.095
H -2.915 -4.057 0.547 0.118
H -2.995 -4.206 -1.912 0.125
H -1.758 -2.567 -3.311 0.122
H -0.465 -0.699 -2.214 0.122
H -2.816 0.999 3.060 0.030
H -2.871 0.260 3.033 0.021
O 0.705 -0.192 4.000 -0.159
H 0.185 0.594 4.246 0.110
H 0.412 -0.886 4.599 0.116
```

=====

(4)
C3H10N2O | ωB97M-V/def2-TZVPD

Output
largest force on an atom: 4.6 eV Å⁻¹
gap between HOMO and LUMO: 0.3493 Eh
energy above the lowest of the compared OMol25 structures with the same formula, charge and spin: 484.9 kJ/mol
net charge: 0
spin multiplicity: 1
molecular weight: 90.13 g/mol
calculated total energy: -304.8900 a.u.

Geometry as XYZ:
```
16
Properties=species:S:1:pos:R:3:nbo_charge:R:1
C 0.587 1.196 -0.530 -0.289
N -0.059 0.229 -1.444 -0.428
C -1.278 -0.168 -0.816 0.289
O -1.711 0.069 0.341 -0.598
C 1.297 0.402 0.570 -0.232
N 2.294 -0.438 -0.070 -0.871
H -0.095 1.932 -0.086 0.218
H 1.402 1.738 -1.026 0.222
H -3.939 -1.548 1.574 -0.031
H -1.923 -0.563 -1.610 0.164
H -0.213 -0.746 -0.623 0.398
H -3.331 -1.119 1.548 0.027
H 1.683 1.023 1.396 0.205
H 0.541 -0.158 1.118 0.174
H 2.886 -0.991 0.534 0.380
H 1.859 -0.858 -0.877 0.369
```

=====

(5)
C23H17AuFN8O2Se | ωB97M-V/def2-TZVPD

Output
largest force on an atom: 3.6 eV Å⁻¹
gap between HOMO and LUMO (alpha / beta): 0.2220 / 0.2046 Eh
energy above the lowest of the compared OMol25 structures with the same formula, charge and spin: 194.5 kJ/mol
net charge: +1
spin multiplicity: 1
molecular weight: 732.37 g/mol
calculated total energy: -4111.8505 a.u.

Geometry as XYZ:
```
53
Properties=species:S:1:pos:R:3:nbo_charge:R:1
Au -0.254 0.073 -0.497 1.134
Se 5.255 -0.106 5.145 1.055
N 3.504 -0.037 5.133 -0.619
C 3.072 -0.031 3.886 0.102
C 1.690 -0.030 3.496 -0.085
C 0.642 -0.106 4.420 -0.088
C -0.654 -0.182 3.956 -0.237
C -0.876 -0.173 2.581 0.081
N 0.108 -0.070 1.709 -0.486
C 1.380 -0.005 2.119 0.257
C 2.432 0.049 1.121 0.133
N 2.085 0.162 -0.168 -0.498
C 3.013 0.152 -1.103 0.069
C 4.370 0.009 -0.819 -0.230
C 4.765 -0.074 0.500 -0.119
C 3.789 -0.039 1.501 -0.004
C 4.108 -0.074 2.901 0.099
N 5.330 -0.123 3.397 -0.622
H 0.871 -0.122 5.475 0.253
H -1.487 -0.264 4.635 0.245
H -1.871 -0.263 2.169 0.238
H 2.663 0.265 -2.122 0.204
H 5.092 -0.018 -1.619 0.240
H 5.804 -0.163 0.779 0.250
O 0.108 -2.456 -0.558 -0.499
N -1.060 -2.644 -0.285 0.364
O -1.838 -1.724 -0.132 -0.517
N 1.323 -2.090 -5.308 -0.766
C 0.564 -1.166 -4.709 0.374
C 0.410 -1.117 -3.298 -0.046
N -0.339 -0.190 -2.736 -0.441
C -0.962 0.691 -3.518 -0.074
C -0.783 0.654 -4.895 0.049
N -0.028 -0.249 -5.480 -0.417
H 1.733 -2.845 -4.791 0.408
H 1.383 -2.084 -6.312 0.422
H 0.896 -1.838 -2.656 0.239
H -1.603 1.415 -3.044 0.206
H -1.254 1.384 -5.538 0.219
F -6.713 0.024 1.099 -0.296
C -5.483 0.445 0.780 0.454
C -4.741 1.146 1.724 -0.287
C -3.479 1.578 1.389 -0.152
C -2.948 1.364 0.097 -0.141
C -1.659 1.875 -0.240 -0.447
C -3.726 0.625 -0.820 -0.117
C -4.970 0.153 -0.480 -0.271
H -5.163 1.337 2.698 0.245
H -2.896 2.142 2.103 0.220
H -1.196 2.489 0.518 0.219
H -1.523 2.272 -1.235 0.212
H -3.329 0.411 -1.800 0.218
H -5.559 -0.434 -1.168 0.247
```

=====

(6)
C19H28ClN3O2 | ωB97M-V/def2-TZVPD

Output
largest force on an atom: 0.6 eV Å⁻¹
gap between HOMO and LUMO: 0.3163 Eh
energy above the lowest of the compared OMol25 structures with the same formula, charge and spin: 174.3 kJ/mol
net charge: 0
spin multiplicity: 1
molecular weight: 365.90 g/mol
calculated total energy: -1515.7471 a.u.

Geometry as XYZ:
```
53
Properties=species:S:1:pos:R:3:nbo_charge:R:1
C 0.808 -1.934 2.043 -0.623
C -0.257 -1.519 1.039 0.091
C -1.211 -0.464 1.627 -0.232
N -2.254 -0.172 0.670 -0.436
C -2.521 1.008 0.069 0.691
O -3.375 1.108 -0.793 -0.640
C -1.704 2.219 0.544 -0.119
C -2.385 3.514 0.084 -0.632
N -0.331 2.029 0.096 -0.461
C -0.168 2.003 -1.349 -0.237
C 1.330 2.092 -1.687 -0.214
N 2.154 1.489 -0.669 -0.458
C 2.513 0.160 -0.744 0.241
C 1.893 -0.730 -1.635 -0.295
C 2.268 -2.055 -1.732 -0.181
C 3.279 -2.559 -0.933 -0.247
C 3.933 -1.703 -0.066 -0.210
C 3.571 -0.371 0.013 -0.097
Cl 4.551 0.636 1.041 -0.009
C 2.025 2.163 0.612 -0.203
C 0.664 2.876 0.717 -0.236
C -2.960 -1.366 0.246 -0.254
C -1.962 -2.390 -0.312 0.097
C -2.648 -3.695 -0.684 -0.617
O -0.972 -2.676 0.657 -0.537
H 1.452 -2.685 1.596 0.229
H 1.410 -1.076 2.328 0.209
H 0.340 -2.358 2.928 0.210
H 0.222 -1.083 0.148 0.179
H -0.640 0.427 1.866 0.225
H -1.673 -0.868 2.537 0.191
H -1.686 2.216 1.641 0.206
H -3.299 3.659 0.652 0.223
H -2.655 3.451 -0.966 0.231
H -1.730 4.366 0.247 0.204
H -0.604 1.068 -1.714 0.199
H -0.690 2.832 -1.849 0.183
H 1.627 3.144 -1.750 0.198
H 1.540 1.639 -2.656 0.220
H 1.087 -0.378 -2.258 0.216
H 1.754 -2.700 -2.428 0.216
H 3.567 -3.596 -0.993 0.219
H 4.748 -2.060 0.545 0.228
H 2.831 2.896 0.743 0.196
H 2.093 1.423 1.410 0.207
H 0.418 3.011 1.773 0.211
H 0.717 3.878 0.259 0.168
H -3.688 -1.077 -0.512 0.250
H -3.476 -1.801 1.110 0.193
H -1.474 -1.951 -1.201 0.162
H -1.912 -4.402 -1.054 0.221
H -3.125 -4.122 0.193 0.212
H -3.397 -3.519 -1.451 0.213
```